[1]
Formula: C2H11AsOP
Source: the OMol25 dataset
Level of theory: ωB97M-V with the def2-TZVPD basis set

Properties
E_HOMO = -2.6 eV
lowest unoccupied orbital energy = 4.16 eV
charge = -1
multiplicity = 1

Last column: natural (NBO) charge in e.
CARTESIAN COORDINATES (ANGSTROEM)
O (2.38900, 0.14355, -1.22687)  -1.000
C (-2.59342, -0.51479, -0.38642)  -0.962
P (1.54586, 1.06345, -0.07245)  0.634
H (2.37248, 0.63127, -2.05584)  0.474
H (2.26114, -0.99042, 0.98438)  0.229
C (2.06607, 0.02161, 1.34410)  -0.980
H (-3.27750, 0.30706, -0.61715)  0.192
H (1.23740, -0.01366, 2.06097)  0.233
H (-0.16720, -1.28332, 0.01534)  -0.231
H (2.95584, 0.40883, 1.84613)  0.206
As (-0.72308, 0.21938, -0.26531)  0.519
H (-0.46885, 0.02694, -1.85166)  -0.227
H (-2.85760, -0.95868, 0.57685)  0.195
H (-1.22360, 1.73625, -0.52618)  -0.230
H (-0.86537, 0.47733, 1.34408)  -0.247
H (-2.65118, -1.27481, -1.16997)  0.195

[2]
Formula: C2H11N2
Source: the OMol25 dataset
Level of theory: ωB97M-V with the def2-TZVPD basis set

Properties
E_HOMO (alpha / beta) = -22.4 / -22.4 eV
lowest unoccupied orbital energy (alpha / beta) = -8.54 / -15.29 eV
charge = +2
relative energy (zero: lowest compared OMol25 entry of this formula, charge and spin) = 0.168 eV
multiplicity = 2

Last column: natural (NBO) charge in e.
CARTESIAN COORDINATES (ANGSTROEM)
H (0.97650, -0.81231, 2.41571)  0.262
H (0.77436, 0.96433, 0.76812)  0.445
H (-2.46228, 1.59943, -1.48358)  0.457
H (2.32101, -0.60054, 1.30545)  0.251
C (1.28375, -0.90973, 1.38351)  -0.427
H (-2.47033, 1.29213, 0.08081)  0.424
H (1.88538, 0.07887, -1.20394)  0.282
H (1.20920, -1.92773, 1.01144)  0.250
H (0.20361, 0.73772, -1.43045)  0.208
C (0.82585, -0.05357, -1.00222)  -0.413
N (-2.25744, 0.81513, -0.82098)  -0.360
H (0.60380, -1.07062, -1.31646)  0.252
N (0.51084, 0.02219, 0.47234)  -0.493
H (-0.46578, -0.15800, 0.66881)  0.406
H (-2.93847, 0.02270, -0.84854)  0.455

[3]
Formula: C2H11N2O
Source: the OMol25 dataset
Level of theory: ωB97M-V with the def2-TZVPD basis set

Properties
E_HOMO (alpha / beta) = -3.3 / -9.8 eV
lowest unoccupied orbital energy (alpha / beta) = 0.95 / 0.69 eV
charge = 0
relative energy (zero: lowest compared OMol25 entry of this formula, charge and spin) = 0.000 eV
multiplicity = 2

Last column: natural (NBO) charge in e.
CARTESIAN COORDINATES (ANGSTROEM)
H (3.25354, 0.22466, 0.16126)  0.470
H (0.21776, 1.62080, -0.98998)  0.313
H (-0.92145, -0.35842, 2.50333)  0.369
H (0.27192, -0.26068, 1.44100)  0.362
H (-2.58201, -0.12501, 0.67511)  0.197
O (2.54098, -0.40587, -0.02647)  -1.043
C (-1.55718, 0.22624, 0.63544)  -0.234
H (-1.16734, -1.05593, -1.03987)  0.219
C (-1.18319, 0.01344, -0.83208)  -0.285
H (-1.68519, 1.30996, 0.73912)  0.168
N (-0.71471, -0.50353, 1.51704)  -0.841
H (0.42549, 0.45462, -2.15975)  0.273
N (0.15543, 0.59281, -1.15028)  -1.075
H (0.90353, 0.12018, -0.60607)  0.426
H (-1.89413, 0.54026, -1.45286)  0.211
H (2.92915, -1.09060, -0.60248)  0.470

[4]
Formula: C2H11N2O
Source: the OMol25 dataset
Level of theory: ωB97M-V with the def2-TZVPD basis set

Properties
E_HOMO = -14.8 eV
lowest unoccupied orbital energy = -9.27 eV
charge = +1
relative energy (zero: lowest compared OMol25 entry of this formula, charge and spin) = 7.636 eV
multiplicity = 1

Last column: natural (NBO) charge in e.
CARTESIAN COORDINATES (ANGSTROEM)
H (-4.06055, -2.25985, -2.36715)  0.270
H (-4.07225, -3.47545, -4.36132)  0.407
H (21.22512, 8.62970, 28.23521)  0.000
H (-1.96360, 0.93274, -3.74557)  0.400
O (-2.90739, -0.79744, -6.01917)  -0.809
H (-2.86698, -0.44524, -6.91337)  0.502
N (-2.64337, 0.20011, -3.93560)  -0.349
C (-3.76502, -1.77191, -3.28998)  -0.265
H (-4.60658, -1.11060, -3.61315)  0.260
H (-2.60166, -0.47949, -2.03544)  0.313
C (-2.56280, -0.88921, -3.05294)  -0.303
H (-1.63963, -1.51794, -3.18822)  0.287
N (-3.40637, -2.74947, -4.22637)  -0.568
H (-2.73336, -0.05705, -5.03855)  0.405
H (21.58554, 8.19024, 28.71224)  0.000
H (-2.98111, -2.39914, -5.16060)  0.452

[5]
Formula: C2H11N2O
Source: the OMol25 dataset
Level of theory: ωB97M-V with the def2-TZVPD basis set

Properties
E_HOMO (alpha / beta) = -19.5 / -19.5 eV
lowest unoccupied orbital energy (alpha / beta) = -8.08 / -13.87 eV
charge = +2
relative energy (zero: lowest compared OMol25 entry of this formula, charge and spin) = 1.466 eV
multiplicity = 2

Last column: natural (NBO) charge in e.
CARTESIAN COORDINATES (ANGSTROEM)
H (-0.77167, 1.46968, 0.43907)  0.496
H (-3.03329, 2.17899, -1.04707)  0.510
H (2.37644, 0.04593, 1.29295)  0.423
H (-0.60420, -0.79043, 1.26944)  0.276
N (-0.24031, 0.84728, -0.17861)  -0.676
H (1.28747, -1.90636, 1.17326)  0.339
H (-0.87779, -1.08602, -0.50825)  0.272
H (3.22541, -0.85046, 0.26912)  0.453
C (1.14408, -1.28697, 0.26351)  -0.292
H (0.70080, 1.23923, -0.25732)  0.429
N (2.30253, -0.39148, 0.35627)  -0.253
O (-2.77908, 1.40336, -0.52132)  -0.988
H (1.30484, -1.87116, -0.63924)  0.279
H (-3.11225, 0.67143, -1.05348)  0.491
C (-0.28349, -0.60325, 0.25630)  -0.237
H (-0.63948, 0.93023, -1.11462)  0.478

[6]
Formula: C2H11N2O2
Source: the OMol25 dataset
Level of theory: ωB97M-V with the def2-TZVPD basis set

Properties
E_HOMO = -14.7 eV
lowest unoccupied orbital energy = -3.31 eV
charge = +1
relative energy (zero: lowest compared OMol25 entry of this formula, charge and spin) = 0.584 eV
multiplicity = 1

Last column: natural (NBO) charge in e.
CARTESIAN COORDINATES (ANGSTROEM)
N (0.12376, 0.99053, -0.37350)  -0.523
H (-1.81881, 1.01205, -1.16233)  0.229
H (3.45424, -0.82489, -1.11951)  0.496
H (1.54116, -0.64494, 0.97313)  0.448
N (0.61531, -0.46047, 1.34772)  -0.716
H (-1.10862, 2.64858, -0.86825)  0.226
H (-3.15931, -0.38479, 0.49576)  0.476
C (-0.03978, 0.57342, 0.85528)  0.431
O (-2.44100, -1.01826, 0.36589)  -0.960
H (0.37063, -0.70328, 2.29429)  0.427
H (0.95456, 0.64788, -0.84740)  0.427
C (-0.92137, 1.62313, -1.17172)  -0.427
H (-2.86939, -1.72142, -0.13795)  0.491
H (-0.56251, 1.71816, -2.18344)  0.237
H (2.38935, -1.90995, -1.32635)  0.497
H (-0.72760, 1.12791, 1.48136)  0.219
O (2.66568, -1.21026, -0.72134)  -0.979

[7]
Formula: C2H11N2O2
Source: the OMol25 dataset
Level of theory: ωB97M-V with the def2-TZVPD basis set

Properties
E_HOMO = -14.6 eV
lowest unoccupied orbital energy = -4.22 eV
charge = +1
relative energy (zero: lowest compared OMol25 entry of this formula, charge and spin) = 2.385 eV
multiplicity = 1

Last column: natural (NBO) charge in e.
CARTESIAN COORDINATES (ANGSTROEM)
H (1.64629, -2.77643, -1.36676)  0.501
O (0.82371, -2.46522, -0.81691)  -0.995
N (1.07183, 0.76036, -0.24841)  -0.543
H (-2.01910, 0.91067, 0.19501)  0.422
C (1.54760, 0.64854, -1.64618)  -0.438
H (-2.92288, -0.35491, 2.44396)  0.489
O (-2.10441, 0.05259, 2.72869)  -0.981
N (-1.11544, 0.69530, 0.40619)  -0.710
C (-0.08484, 1.37005, -0.11175)  0.440
H (0.54059, -3.16480, -0.16334)  0.497
H (0.94808, -0.18074, -2.10415)  0.231
H (-0.19085, 2.47669, -0.35515)  0.242
H (1.21266, 1.46542, -2.35629)  0.241
H (2.61913, 0.47688, -1.80579)  0.246
H (-0.91625, 0.07041, 1.12057)  0.433
H (-2.07492, 0.11095, 3.68763)  0.505
H (1.01881, -0.09574, 0.39269)  0.419

[8]
Formula: C2H11N2O2
Source: the OMol25 dataset
Level of theory: ωB97M-V with the def2-TZVPD basis set

Properties
E_HOMO = -14.6 eV
lowest unoccupied orbital energy = -3.55 eV
charge = +1
relative energy (zero: lowest compared OMol25 entry of this formula, charge and spin) = 1.452 eV
multiplicity = 1

Last column: natural (NBO) charge in e.
CARTESIAN COORDINATES (ANGSTROEM)
H (-2.83706, 1.35249, 1.46132)  0.499
H (1.38102, 1.94880, 0.83816)  0.426
H (0.78295, -0.54118, -3.18814)  0.218
H (-1.33397, -2.15203, 1.30815)  0.514
C (1.27071, 0.62910, -0.55140)  0.403
H (0.42203, -2.01917, -2.30204)  0.228
N (0.69315, 1.34372, 0.46041)  -0.714
H (-0.21881, 1.16951, 0.77204)  0.447
H (2.05862, -1.46564, -2.42048)  0.227
N (0.81878, -0.56040, -0.99746)  -0.495
O (-0.93869, -1.28632, 0.99287)  -1.004
O (-1.97231, 1.15718, 1.78712)  -0.992
H (2.22905, 0.87272, -0.93302)  0.213
C (1.03326, -1.20580, -2.25969)  -0.420
H (-0.02365, -0.86554, -0.62274)  0.430
H (-1.90202, 1.28154, 2.77361)  0.518
H (-1.67754, -0.57140, 0.69902)  0.502

[9]
Formula: C2H11N2Si
Source: the OMol25 dataset
Level of theory: ωB97M-V with the def2-TZVPD basis set

Properties
E_HOMO = -13.9 eV
lowest unoccupied orbital energy = -3.55 eV
charge = +1
structure (SMILES) = C[C@H]([NH3+])N[SiH3]
relative energy (zero: lowest compared OMol25 entry of this formula, charge and spin) = 1.975 eV
multiplicity = 1

Last column: natural (NBO) charge in e.
CARTESIAN COORDINATES (ANGSTROEM)
H (-2.08512, -1.91538, 1.99903)  -0.138
H (2.11560, 0.43729, -0.88336)  0.230
N (0.36520, -0.37455, 0.94842)  -1.111
H (-0.94740, 1.66191, -1.57583)  0.450
H (-0.40735, -0.60144, 3.34638)  -0.117
N (-0.51038, 1.18982, -0.82133)  -0.723
H (-1.21923, 1.12604, -0.06020)  0.470
H (-0.71067, -0.74602, -1.06127)  0.219
H (-0.00383, 1.92946, -0.30985)  0.449
H (-1.87110, 0.18404, 1.11376)  -0.282
H (1.54262, 0.11728, -2.31969)  0.234
C (1.50183, -0.25221, -1.36240)  -0.629
C (0.09980, -0.13316, -0.81266)  0.172
Si (-1.04378, -0.77901, 1.86667)  1.105
H (1.85430, -1.18989, -1.27366)  0.252
H (1.31949, -0.65419, 1.20599)  0.419

[10]
Formula: C2H11N3
Source: the OMol25 dataset
Level of theory: ωB97M-V with the def2-TZVPD basis set

Properties
E_HOMO = -8.8 eV
lowest unoccupied orbital energy = 0.78 eV
charge = 0
structure (SMILES) = NCN.CN
relative energy (zero: lowest compared OMol25 entry of this formula, charge and spin) = 0.852 eV
multiplicity = 1

Last column: natural (NBO) charge in e.
CARTESIAN COORDINATES (ANGSTROEM)
H (1.97968, 0.10062, 0.87829)  0.338
N (-0.88358, -0.79309, -2.45177)  -0.853
H (-0.17530, -1.34744, -1.98331)  0.350
H (-0.42382, -0.20158, -3.13146)  0.357
H (1.11773, 1.15709, 1.64812)  0.350
H (-1.81907, -0.67572, -0.60887)  0.156
C (-1.70287, -0.02801, -1.49167)  -0.054
H (-2.70008, -0.08024, -1.95834)  0.175
N (-1.35558, 1.33583, -1.22704)  -0.893
C (1.67563, -0.65501, 2.65443)  -0.415
H (-2.06902, 1.97587, -1.51174)  0.382
H (0.65145, -1.00736, 2.60868)  0.174
N (1.92156, 0.54058, 1.79159)  -0.828
H (2.00179, -0.48312, 3.67031)  0.194
H (2.20565, -1.47785, 2.14780)  0.188
H (-0.42417, 1.63941, -1.03503)  0.379

[11]
Formula: C2H11N3O
Source: the OMol25 dataset
Level of theory: ωB97M-V with the def2-TZVPD basis set

Properties
E_HOMO = -9.3 eV
lowest unoccupied orbital energy = 0.93 eV
charge = 0
structure (SMILES) = NCN.NCO
relative energy (zero: lowest compared OMol25 entry of this formula, charge and spin) = 0.444 eV
multiplicity = 1

Last column: natural (NBO) charge in e.
CARTESIAN COORDINATES (ANGSTROEM)
H (-2.83440, -0.92184, -1.61632)  0.347
C (-1.97240, 0.38457, -0.31433)  -0.054
H (0.79178, -0.32919, -0.52743)  0.132
H (1.79919, -0.87288, 1.64327)  0.356
C (1.51248, 0.34019, 0.01300)  0.106
H (-1.21581, -0.99014, -1.59183)  0.353
H (1.20889, 1.39509, -0.15399)  0.144
H (-1.24180, 1.14936, -0.38808)  0.171
N (1.52991, 0.11125, 1.44241)  -0.864
H (0.61858, 0.24405, 1.82962)  0.378
H (-2.94713, 0.88974, -0.20080)  0.157
H (-2.12270, -1.27605, 0.85215)  0.349
N (-1.64645, -0.41202, 0.89687)  -0.849
O (2.77759, 0.06428, -0.61373)  -0.722
H (3.42652, 0.28316, 0.04017)  0.466
N (-2.01754, -0.33809, -1.59528)  -0.816
H (-2.00574, 0.03784, 1.62307)  0.346

[12]
Formula: C2H11N3P
Source: the OMol25 dataset
Level of theory: ωB97M-V with the def2-TZVPD basis set

Properties
E_HOMO = -10.6 eV
lowest unoccupied orbital energy = -2.92 eV
charge = +1
structure (SMILES) = NC(N)=[PH2]C[NH3+]
relative energy (zero: lowest compared OMol25 entry of this formula, charge and spin) = 1.996 eV
multiplicity = 1

Last column: natural (NBO) charge in e.
CARTESIAN COORDINATES (ANGSTROEM)
H (-1.29633, -1.87938, 0.93349)  -0.151
H (-1.57140, 1.04880, 1.58815)  0.430
H (0.96714, 0.83358, -1.23308)  0.194
H (1.18812, 1.35411, 0.43162)  0.191
N (2.59184, -0.05554, -0.24214)  -0.675
H (-1.76624, -1.07870, -1.79915)  0.429
H (-3.07505, 0.00077, -1.47613)  0.407
N (-2.16050, -0.34958, -1.22415)  -0.739
C (1.20034, 0.47939, -0.22558)  -0.647
H (2.80232, -0.44017, 0.68664)  0.428
P (-0.11287, -1.10802, 0.35896)  0.322
H (3.29434, 0.65570, -0.48451)  0.432
N (-2.03813, 0.87177, 0.71228)  -0.739
H (-2.93782, 1.30969, 0.56143)  0.409
H (0.12068, -0.64397, 1.65147)  -0.041
H (2.62932, -0.82150, -0.92106)  0.434
C (-1.53948, -0.01885, -0.11217)  0.316

What did the sixth record say?
Formula: C2H11N2O2
Source: the OMol25 dataset
Level of theory: ωB97M-V with the def2-TZVPD basis set

Properties
E_HOMO = -14.7 eV
lowest unoccupied orbital energy = -3.31 eV
charge = +1
relative energy (zero: lowest compared OMol25 entry of this formula, charge and spin) = 0.584 eV
multiplicity = 1

Last column: natural (NBO) charge in e.
CARTESIAN COORDINATES (ANGSTROEM)
N (0.12376, 0.99053, -0.37350)  -0.523
H (-1.81881, 1.01205, -1.16233)  0.229
H (3.45424, -0.82489, -1.11951)  0.496
H (1.54116, -0.64494, 0.97313)  0.448
N (0.61531, -0.46047, 1.34772)  -0.716
H (-1.10862, 2.64858, -0.86825)  0.226
H (-3.15931, -0.38479, 0.49576)  0.476
C (-0.03978, 0.57342, 0.85528)  0.431
O (-2.44100, -1.01826, 0.36589)  -0.960
H (0.37063, -0.70328, 2.29429)  0.427
H (0.95456, 0.64788, -0.84740)  0.427
C (-0.92137, 1.62313, -1.17172)  -0.427
H (-2.86939, -1.72142, -0.13795)  0.491
H (-0.56251, 1.71816, -2.18344)  0.237
H (2.38935, -1.90995, -1.32635)  0.497
H (-0.72760, 1.12791, 1.48136)  0.219
O (2.66568, -1.21026, -0.72134)  -0.979